Record 1
Molecular formula: C54H43BN3O19P
Method: DFT, the ωB97M-V functional and the def2-TZVPD basis

```
121
Properties=species:S:1:pos:R:3:forces:R:3
C 1.905315 2.332800 4.596789 -0.4 0.4 0.3
C 1.145920 3.415211 3.867161 0.5 -0.4 -0.3
O -0.264375 3.136906 3.741237 -0.2 -0.5 0.1
B -0.940920 3.069953 4.893329 0.1 0.6 0.2
O -0.511328 3.823440 5.970889 0.4 -0.2 -0.1
C -2.241635 2.156141 5.109850 -0.9 0.1 0.5
C -1.747610 0.844723 5.438255 1.1 -1.8 -0.1
N -1.306695 -0.215626 5.622596 -0.6 1.3 0.0
C -3.058222 2.642130 6.331918 -0.6 -0.2 -0.5
C -3.425677 4.032064 6.156901 0.8 2.5 -0.6
N -3.406041 5.166866 5.902888 -0.5 -1.6 0.5
P -3.321736 1.963481 3.541826 0.9 -0.3 -1.7
N -4.737045 2.812455 3.845441 0.4 -0.2 0.7
O -3.775690 0.386158 3.668382 0.0 0.3 0.2
H 1.925884 2.505977 5.662191 -0.1 0.0 0.5
H 1.485926 1.361661 4.423396 -0.1 -0.6 -0.2
H 2.922451 2.354771 4.254798 0.5 -0.2 -0.2
H 1.531757 3.454749 2.865819 -0.1 0.1 -0.6
H 1.337921 4.373543 4.301015 -0.3 0.2 0.3
H -0.308955 3.290036 6.737828 -0.1 0.1 0.5
H -3.966974 2.065464 6.416198 -0.3 -0.4 0.1
H -2.510233 2.505125 7.243956 0.3 0.1 0.5
H -4.981330 3.364694 3.044789 -0.3 0.1 -0.3
H -5.513352 2.254535 4.160323 -0.3 0.1 0.1
H -4.172456 0.178890 4.518069 -0.1 -0.4 0.3
C 1.239131 -0.448560 1.719535 0.0 0.0 0.0
C 0.860102 -0.880684 0.518125 0.0 0.0 0.0
C 1.747252 -1.746679 -0.297942 0.2 0.0 0.0
O 1.435741 -2.140077 -1.403222 -0.4 0.2 0.1
C 3.060839 -2.123446 0.271597 0.1 -0.1 0.0
C 3.437905 -1.697256 1.469363 0.1 0.0 0.1
C 2.562330 -0.823906 2.289019 0.1 0.0 -0.2
O 2.930586 -0.431657 3.373308 -0.1 0.0 0.1
H 0.612896 0.191675 2.329248 0.0 0.0 0.0
H -0.094459 -0.617218 0.080606 0.0 0.0 0.0
H 3.687731 -2.755759 -0.346441 0.0 0.0 0.0
H 4.397012 -1.956326 1.900119 0.0 0.0 0.1
C 3.893428 -5.834224 -4.639926 0.0 0.3 0.2
C 2.899225 -6.535039 -5.174922 0.0 0.0 0.0
C 1.483949 -6.260531 -4.822240 0.0 0.0 0.0
O 0.581432 -6.905261 -5.311965 -0.1 0.0 0.0
C 1.213862 -5.170574 -3.849408 0.0 0.0 0.0
C 2.204698 -4.464321 -3.311351 0.1 0.1 0.1
C 3.619103 -4.746094 -3.668611 -0.1 -0.1 0.0
O 4.526556 -4.104301 -3.176777 0.0 0.0 0.1
H 4.930315 -6.022286 -4.885747 -0.2 0.1 0.1
H 3.073780 -7.331983 -5.886027 0.0 0.0 0.0
H 0.173767 -4.987509 -3.608877 0.0 0.0 0.0
H 2.045766 -3.658718 -2.596897 0.0 -0.2 -0.2
C -3.521188 6.117145 -0.061849 0.0 0.0 0.0
C -3.461771 7.415027 0.222847 0.0 0.0 0.0
C -3.202117 7.890421 1.607293 0.0 -0.1 0.0
O -3.149461 9.071914 1.866142 0.1 0.1 0.0
C -3.010667 6.861836 2.660271 -0.1 0.0 0.0
C -3.066835 5.565824 2.374241 0.0 0.0 -0.1
C -3.327228 5.088158 0.991405 0.1 0.0 0.1
O -3.378245 3.904068 0.735084 -0.2 0.1 -0.1
H -3.709907 5.749450 -1.062423 0.0 0.0 0.0
H -3.598572 8.181400 -0.529269 0.0 0.0 0.0
H -2.826037 7.224250 3.663038 -0.1 0.0 0.0
H -2.929016 4.805148 3.130935 0.0 0.0 0.0
C -5.295192 -1.031882 0.859942 0.0 0.0 0.0
C -5.323865 -1.978946 -0.075852 0.0 0.0 0.0
C -6.336175 -1.957181 -1.162055 -0.1 0.1 0.0
O -6.385140 -2.820966 -2.010350 0.1 -0.1 0.1
C -7.307628 -0.838077 -1.176472 -0.1 0.0 0.0
C -7.279993 0.107092 -0.244905 0.0 0.0 0.0
C -6.276189 0.083444 0.847666 -0.1 0.0 -0.1
O -6.278801 0.945111 1.699208 0.0 0.1 0.2
H -4.573237 -1.026485 1.666520 0.0 0.1 0.0
H -4.624269 -2.804917 -0.087316 0.0 0.0 0.0
H -8.032994 -0.843772 -1.980066 0.0 0.0 0.0
H -7.983876 0.929238 -0.231799 0.0 0.0 0.0
C -7.954029 -4.866065 -7.419435 0.0 0.0 0.0
C -7.764617 -3.580141 -7.141891 0.0 0.0 0.0
C -7.301941 -3.142943 -5.799258 0.0 0.0 0.0
O -7.134136 -1.968210 -5.549850 0.0 0.0 0.0
C -7.056396 -4.193063 -4.779902 0.1 0.0 0.1
C -7.248300 -5.479190 -5.061124 0.0 0.0 0.0
C -7.710254 -5.918796 -6.399678 0.0 0.0 0.0
O -7.884700 -7.089771 -6.657359 0.0 -0.1 0.0
H -8.291363 -5.207782 -8.389705 0.0 0.0 0.0
H -7.936215 -2.797231 -7.869756 0.0 0.0 0.0
H -6.718344 -3.850970 -3.808524 -0.1 0.0 -0.2
H -7.076152 -6.262349 -4.334349 0.0 0.0 0.0
C 7.929062 -7.895209 -4.906092 0.0 0.0 0.0
C 8.968243 -8.713743 -4.773987 0.0 0.0 0.0
C 9.021747 -10.012865 -5.493047 0.0 0.0 0.0
O 9.965990 -10.758949 -5.372167 0.1 -0.1 0.0
C 7.870708 -10.361239 -6.365632 0.0 0.0 0.0
C 6.831814 -9.542112 -6.496792 0.0 0.0 0.0
C 6.781543 -8.245823 -5.778235 0.0 0.0 0.0
O 5.834221 -7.496375 -5.898723 0.2 -0.3 -0.2
H 7.868824 -6.944500 -4.391176 0.0 0.0 0.0
H 9.816314 -8.478721 -4.144110 0.0 0.0 0.0
H 7.930027 -11.311328 -6.880583 0.0 0.0 0.0
H 5.982796 -9.776082 -7.126117 0.0 0.0 0.0
C 1.752438 8.425901 2.815370 0.0 0.0 0.0
C 1.236405 9.647443 2.911617 0.0 0.0 0.0
C 0.003611 9.904078 3.701882 0.0 0.0 0.0
O -0.463406 11.015968 3.789048 0.0 0.1 0.0
C -0.629411 8.743632 4.380478 0.1 0.0 0.0
C -0.112869 7.521462 4.284010 0.0 0.0 0.0
C 1.118712 7.269581 3.494472 -0.1 0.0 0.0
O 1.586633 6.152259 3.412082 0.1 0.6 -0.2
H 2.648598 8.216134 2.245456 0.0 0.0 0.0
H 1.681837 10.506202 2.426229 0.0 0.0 0.0
H -1.525428 8.952565 4.951214 0.0 0.1 0.0
H -0.557153 6.660445 4.771916 0.0 0.0 0.0
C 7.808875 1.261185 1.261667 0.0 0.0 0.0
C 6.494203 1.456825 1.299112 0.0 0.0 0.0
C 5.651374 1.247148 0.095011 0.1 0.0 0.0
O 4.453945 1.424987 0.129670 -0.2 0.0 0.0
C 6.328678 0.808876 -1.151132 0.0 0.0 0.0
C 7.643345 0.613140 -1.188607 0.0 0.0 0.0
C 8.488111 0.823338 0.015026 -0.1 0.0 0.0
O 9.684477 0.643434 -0.017638 0.1 0.0 0.0
H 8.443038 1.408196 2.126447 0.0 0.0 0.0
H 5.978269 1.773844 2.196712 0.0 0.0 0.0
H 5.693782 0.660080 -2.015331 0.0 0.0 0.0
H 8.157661 0.294022 -2.085809 0.0 0.0 0.0
```
Positions in Å, forces in eV/Å.

Summary:
Highest occupied orbital energy ... -8.94 eV
SMILES ... CCOB(O)[C@@](C#N)(CC#N)P(N)O.O=C1C=CC(=O)C=C1.O=C1C=CC(=O)C=C1.O=C1C=CC(=O)C=C1.O=C1C=CC(=O)C=C1.O=C1C=CC(=O)C=C1.O=C1C=CC(=O)C=C1.O=C1C=CC(=O)C=C1.O=C1C=CC(=O)C=C1
HOMO-LUMO gap ... 7.18 eV

***

Record 2
Molecular formula: C54H44BrLaN13O2
Method: DFT, the ωB97M-V functional and the def2-TZVPD basis

```
115
Properties=species:S:1:pos:R:3:forces:R:3
La 0.195012 -0.066764 0.262092 -2.1 0.1 -1.4
C -2.626144 -3.812823 1.953051 -0.1 0.1 0.0
C -1.579230 -2.972037 1.596628 0.0 -0.1 0.0
N -1.772850 -1.677896 1.375750 -0.3 -0.1 0.1
C -3.020272 -1.210746 1.486743 0.0 -0.4 0.1
C -4.075526 -2.090152 1.735945 0.1 0.1 0.0
N -3.876598 -3.374378 1.987229 -0.1 -0.2 0.0
C -3.236200 0.245870 1.327027 -0.1 0.1 -0.1
C -4.405093 0.827453 1.800741 0.0 0.1 0.0
C -4.642723 2.189118 1.633491 0.2 -0.2 -0.1
C -3.639502 2.909531 0.989387 0.0 -0.1 0.0
C -2.477473 2.272688 0.578908 -0.2 0.0 0.1
N -2.267251 0.958557 0.735493 -0.4 0.2 0.2
C -1.369347 3.078308 0.018026 0.2 0.2 0.0
C -1.583520 4.264827 -0.679493 0.0 -0.1 0.1
N -0.579953 5.046085 -1.049105 0.0 0.1 -0.1
C 0.647683 4.653727 -0.733528 -0.1 0.0 0.0
C 0.878758 3.429631 -0.117389 0.1 0.0 0.0
N -0.126265 2.637424 0.239824 -0.2 0.5 0.0
C -5.878659 2.835620 2.135187 -0.3 0.1 0.1
C -6.039472 4.220178 2.110890 0.1 -0.1 0.0
C -7.219060 4.777471 2.579409 0.0 0.0 0.0
N -8.225680 4.061822 3.065533 -0.1 0.0 0.0
C -8.076848 2.743025 3.097514 0.0 0.0 0.0
C -6.939542 2.090239 2.648622 0.1 0.0 -0.1
H -2.463484 -4.855366 2.195277 0.1 0.0 0.0
H -0.571590 -3.343618 1.470369 0.0 0.0 0.0
H -5.109337 -1.767562 1.708190 0.0 0.0 0.0
H -5.110386 0.210986 2.332543 0.0 0.0 0.0
H -3.728836 3.973134 0.833304 0.0 0.0 0.0
H -2.577337 4.580953 -0.975149 0.0 0.0 0.1
H 1.458302 5.320879 -0.997147 0.1 -0.1 0.0
H 1.878983 3.062800 0.074358 0.0 0.0 0.0
H -5.265209 4.878486 1.743924 0.0 0.0 0.0
H -7.364205 5.851673 2.564816 0.1 0.0 0.0
H -8.910431 2.179080 3.500221 0.0 0.0 0.0
H -6.912629 1.011670 2.698327 0.0 0.0 0.0
C 2.555362 -4.160581 6.097881 -0.1 0.0 -0.1
C 2.268798 -3.613581 4.725998 0.0 0.0 0.0
C 2.348138 -4.413091 3.586441 0.0 0.0 0.0
C 2.050455 -3.902842 2.343601 -0.1 0.0 0.1
C 1.683151 -2.556851 2.127295 0.1 -0.1 0.0
N 1.347007 -2.122559 0.848112 0.2 -0.6 0.4
C 2.093649 -2.631093 -0.199866 0.0 -0.3 -0.1
C 3.479388 -2.889183 -0.104339 -0.1 0.1 0.0
C 4.241362 -3.249149 -1.193389 0.0 0.0 0.0
C 3.680034 -3.395143 -2.462678 0.0 0.0 -0.1
C 4.510324 -3.743257 -3.669627 -0.1 0.0 0.1
C 2.313714 -3.209641 -2.571586 0.0 0.0 0.0
C 1.529567 -2.858394 -1.474358 0.4 0.1 0.2
N 0.118880 -2.817361 -1.678261 -0.1 -0.4 -0.1
C -0.606921 -3.788715 -2.261988 -0.2 0.0 0.0
C -1.916177 -3.356350 -2.305647 0.0 -0.1 0.0
C -1.888460 -2.094908 -1.714707 0.1 -0.1 0.0
N -0.649547 -1.772265 -1.337143 -0.4 -0.8 -0.8
C 1.607161 -1.759991 3.283500 -0.1 -0.4 -0.1
C 1.879056 -2.301887 4.543046 0.0 0.1 0.0
N 1.282417 -0.364064 3.280674 0.3 0.1 0.2
C 1.906927 0.552199 4.044677 -0.1 0.2 -0.1
C 1.186211 1.724239 3.972135 0.1 0.0 0.0
C 0.124452 1.428688 3.119956 0.1 -0.2 0.3
N 0.185519 0.161580 2.696870 -0.2 0.1 1.3
H 3.435934 -4.802285 6.086180 0.0 0.0 0.0
H 2.718988 -3.355685 6.812800 0.0 0.0 0.0
H 1.715562 -4.760506 6.455714 0.0 0.0 0.0
H 2.628460 -5.456224 3.679177 0.0 0.0 0.0
H 2.093594 -4.553510 1.479399 0.0 0.0 0.0
H 3.954336 -2.756315 0.858919 0.0 0.0 0.0
H 5.305835 -3.406648 -1.061388 0.0 0.0 0.0
H 5.562156 -3.833582 -3.404217 0.0 0.0 0.0
H 4.184719 -4.687875 -4.108599 0.1 0.0 0.0
H 4.415278 -2.975404 -4.439118 0.0 0.0 0.0
H 1.825455 -3.352285 -3.530093 0.0 0.1 0.0
H -0.157768 -4.712920 -2.582482 0.1 0.0 0.0
H -2.764177 -3.881317 -2.709120 0.0 0.0 0.0
H -2.710155 -1.415401 -1.554743 0.0 0.0 0.0
H 1.774050 -1.662017 5.411606 0.0 0.0 0.0
H 2.820265 0.327959 4.566159 0.0 -0.1 0.0
H 1.414895 2.660384 4.449946 0.0 0.0 0.0
H -0.693252 2.065284 2.825278 0.0 0.0 -0.1
O 4.001284 1.910124 2.069442 -0.4 -0.1 -0.1
C 4.928729 1.409085 1.220887 0.2 0.0 -0.4
C 6.271286 1.584643 1.556755 -0.1 0.0 0.1
C 7.273024 1.128431 0.723597 0.0 0.0 0.0
C 6.952701 0.477110 -0.460698 0.1 0.0 -0.1
C 5.623842 0.284215 -0.788168 0.0 0.0 0.1
C 4.594519 0.752069 0.026675 -0.2 0.0 0.2
C 3.165882 0.437740 -0.388901 0.4 -0.1 -0.5
O 2.181085 0.673763 0.534648 2.7 1.3 0.5
N 2.836503 1.201372 -1.618326 0.4 0.4 0.3
N 1.578481 1.066001 -2.057166 -0.2 -0.2 -0.2
C 1.315720 1.319206 -3.284291 0.4 0.1 0.2
C -0.022285 1.424135 -3.818458 -0.5 -0.2 0.0
Br -1.410384 1.125833 -2.529486 0.0 0.2 -0.5
C -0.282490 1.691457 -5.102874 0.1 -0.1 0.2
C -1.553527 1.903433 -5.799606 -0.2 0.1 -0.1
C -2.600233 2.652277 -5.256932 0.1 0.0 0.0
C -3.768597 2.849876 -5.973920 0.0 0.0 0.0
C -3.910952 2.307837 -7.242551 0.0 0.0 0.0
C -2.868500 1.583469 -7.802295 0.0 0.0 -0.1
C -1.695436 1.394257 -7.093276 0.0 -0.1 0.1
H 3.132213 1.594481 1.733116 0.1 0.0 0.1
H 6.499883 2.090168 2.486493 0.0 0.0 0.0
H 8.309239 1.278712 0.996690 0.0 0.0 0.0
H 7.733798 0.110962 -1.113837 0.0 0.0 0.0
H 5.373392 -0.260940 -1.694142 0.0 0.0 0.0
H 3.180945 -0.615912 -0.695335 -0.1 0.0 0.1
H 3.575544 1.274965 -2.309120 0.0 -0.1 -0.1
H 2.117989 1.549133 -3.988470 0.0 0.1 0.0
H 0.598520 1.729148 -5.739467 0.0 0.1 0.0
H -2.482700 3.119557 -4.290381 0.0 0.0 0.1
H -4.569119 3.437590 -5.543448 0.0 0.0 0.0
H -4.822484 2.466764 -7.803495 0.0 0.0 0.0
H -2.967171 1.173471 -8.798793 0.0 0.0 0.0
H -0.883225 0.830175 -7.536231 0.0 0.0 0.0
```
Positions in Å, forces in eV/Å.

Summary:
Highest occupied orbital energy ... -9.11 eV
Net charge ... +1
HOMO-LUMO gap ... 5.65 eV